46
Properties=species:S:1:pos:R:3 method="wB97M-V/def2-TZVPD" multiplicity=6 total_energy_ha=-1235.3877 total_charge=+1 homo_lumo_gap_ev="5.55 / 5.96" e_homo_ev="-9.9660 / -12.2077"
O 0.41987 -1.78291 -3.97301
H -0.56236 -1.93319 -4.11903
Ru -0.08608 0.05397 -0.10443
N 1.42549 -1.01153 -0.82657
N -0.71329 -1.76939 0.32148
N 0.65407 1.87880 -0.23407
N -1.32831 1.04090 1.04191
O 2.57675 -0.53095 -1.04349
O 1.71818 2.30661 -1.00631
O -2.33996 0.45116 1.74379
O -1.70894 -2.05547 1.09578
C -0.05959 -2.76899 -0.35134
C 1.14482 -2.34942 -0.98278
C 0.02864 2.83993 0.49401
C -1.10390 2.36189 1.22860
C 2.11469 -3.21048 -1.72794
H 2.25468 -2.80838 -2.74213
H 1.74655 -4.24208 -1.82550
H 3.09144 -3.25334 -1.21072
C -0.65389 -4.14763 -0.39461
H -1.64786 -4.12677 -0.88428
H -0.77172 -4.56171 0.62315
H -0.00924 -4.84258 -0.96653
C 0.58790 4.22051 0.60437
C -1.90756 3.17528 2.19114
H 1.25842 4.43411 -0.22810
H 1.14440 4.35844 1.54304
H -0.23904 4.93794 0.60146
H -2.46873 2.52935 2.87023
H -2.61227 3.81123 1.63941
H -1.23320 3.82213 2.76789
H 2.22873 1.50944 -1.30994
H -2.22656 -0.56677 1.57629
C -1.49885 0.22689 -1.56890
H -0.90367 -0.19828 -2.38663
H -1.76266 1.27311 -1.84094
H -2.42492 -0.37679 -1.47368
O 2.08072 0.73456 -3.85158
H 1.86048 -0.08359 -4.34926
H 1.21143 1.13274 -3.67091
C 0.60707 -0.37224 3.15520
O 1.15471 -0.10605 1.86119
H -0.14513 -1.15545 3.03009
H 0.15156 0.54951 3.54120
H 1.42434 -0.72134 3.79956
H 1.95051 0.45422 1.91602